# 1
ORCA calculation (wB97M-V/def2-TZVPD) on C28H33GeN3O2PtSeTe4 as an isolated structure.

Output
- HOMO (spin up / spin down) (eV) = -12.394 / -13.291
- calculated total energy (eV) = -192404.593
- relative energy (zero: lowest compared OMol25 entry of this formula, charge and spin) (kJ/mol) = 17.5
- HOMO-LUMO gap (spin up / spin down) (eV) = 6.1 / 6.2

```
! RIJCOSX wB97M-V def2-TZVPD def2/J DEFGRID3
* xyz 2 5
Pt 0.348 0.690 1.377
C 3.780 3.911 1.604
O 4.170 2.622 2.165
C 3.175 1.794 1.891
N 2.210 2.205 1.162
C 2.537 3.582 0.742
C 1.430 4.590 0.898
C 0.506 4.508 1.933
C -0.447 5.504 2.099
C -0.485 6.587 1.233
C 0.438 6.674 0.197
C 1.389 5.680 0.031
C 3.238 0.410 2.391
C 4.276 -0.101 3.153
C 4.214 -1.432 3.540
C 3.136 -2.211 3.145
C 2.140 -1.617 2.385
N 2.197 -0.337 2.028
C 0.950 -2.324 1.883
N 0.089 -1.767 1.121
C -0.840 -2.837 0.697
C -0.468 -4.012 1.631
O 0.805 -3.602 2.202
C -2.312 -2.516 0.704
C -3.163 -3.394 0.030
C -4.533 -3.184 0.028
C -5.070 -2.090 0.695
C -4.229 -1.213 1.362
C -2.854 -1.425 1.367
H 4.617 4.304 1.036
H 3.546 4.580 2.430
H 2.812 3.524 -0.314
H 0.546 3.681 2.632
H -1.155 5.437 2.915
H -1.226 7.364 1.367
H 0.421 7.520 -0.478
H 2.112 5.754 -0.777
H 5.103 0.539 3.433
H 5.002 -1.861 4.144
H 3.059 -3.256 3.412
H -0.562 -3.085 -0.332
H -0.317 -4.954 1.114
H -1.184 -4.146 2.440
H -2.750 -4.250 -0.497
H -5.183 -3.879 -0.489
H -6.141 -1.927 0.702
H -4.644 -0.366 1.893
H -2.205 -0.746 1.906
Te -0.198 0.881 4.031
Te -2.493 2.057 3.713
Te -2.710 2.573 0.289
Te -0.555 1.642 -0.912
C 1.660 -2.161 -2.891
Ge 0.183 -2.158 -4.183
C 0.721 -2.031 -6.044
C -1.106 -3.584 -3.819
C -0.792 -0.459 -3.688
Se -1.420 -0.624 -1.853
C -3.311 -0.299 -2.082
H 2.134 -3.142 -2.837
H 1.296 -1.905 -1.892
H 2.420 -1.435 -3.184
H 1.268 -2.932 -6.324
H 1.367 -1.169 -6.210
H -0.156 -1.949 -6.686
H -0.634 -4.563 -3.906
H -1.927 -3.543 -4.537
H -1.517 -3.494 -2.811
H -1.663 -0.255 -4.310
H -0.121 0.398 -3.732
H -3.682 -1.098 -2.722
H -3.464 0.675 -2.539
H -3.779 -0.352 -1.101
*
```


# 2
ORCA calculation (wB97M-V/def2-TZVPD) on C28H33MnN5O6SSeSi as an isolated structure in a non-equilibrium geometry.

Output
- HOMO (spin up / spin down) (eV) = -7.782 / -7.203
- calculated total energy (eV) = -164688.424
- relative energy (zero: lowest compared OMol25 entry of this formula, charge and spin) (kJ/mol) = 0.0
- HOMO-LUMO gap (spin up / spin down) (eV) = 7.6 / 7.0

```
! RIJCOSX wB97M-V def2-TZVPD def2/J DEFGRID3
* xyz 0 2
Mn -0.440 -0.855 0.324
C 2.950 -1.062 0.003
C 2.403 -1.607 1.287
C 3.276 -2.345 2.124
C 2.837 -2.819 3.318
C 1.530 -2.495 3.749
C 1.022 -2.875 5.013
C -0.213 -2.456 5.411
C -0.978 -1.614 4.578
C -0.521 -1.254 3.341
S -1.461 -0.166 2.304
C 0.733 -1.729 2.880
N 1.154 -1.365 1.624
H 3.894 -0.554 0.206
H 2.265 -0.338 -0.433
H 3.162 -1.868 -0.704
H 4.289 -2.522 1.786
H 3.482 -3.403 3.963
H 1.638 -3.488 5.659
H -0.604 -2.744 6.377
H -1.936 -1.242 4.918
N 0.240 -1.581 -1.530
C -0.256 -0.591 -2.491
C 0.465 -0.606 -3.835
C 0.150 -1.840 -4.687
C -1.171 -1.803 -5.456
N -2.378 -1.814 -4.633
C -2.937 -0.743 -4.064
N -2.671 0.512 -4.478
N -3.802 -0.947 -3.085
C -0.332 0.805 -1.845
O -0.699 1.749 -2.542
O -0.041 0.866 -0.596
H 1.237 -1.724 -1.622
H -0.232 -2.473 -1.677
H -1.297 -0.859 -2.608
H 1.544 -0.569 -3.650
H 0.224 0.312 -4.375
H 0.164 -2.742 -4.066
H 0.935 -1.972 -5.435
H -1.238 -2.677 -6.104
H -1.199 -0.941 -6.125
H -2.551 -2.672 -4.117
H -1.985 0.608 -5.207
H -2.520 1.195 -3.739
H -3.682 -1.821 -2.566
H -4.131 -0.156 -2.554
O -3.961 -2.841 0.327
Se -2.543 -2.477 -0.317
O -1.202 -2.785 0.621
O -2.326 -0.831 -0.539
O -2.350 -3.118 -1.829
C 4.402 2.292 1.017
C 3.414 2.699 0.130
C 2.077 2.442 0.400
C 1.698 1.779 1.570
C 2.704 1.411 2.467
C 4.044 1.648 2.193
Si -0.069 1.562 2.180
C -1.202 2.994 1.792
C -1.853 3.582 2.881
C -2.685 4.679 2.713
C -2.884 5.208 1.446
C -2.255 4.629 0.353
C -1.425 3.529 0.521
H 5.445 2.494 0.802
H 3.684 3.225 -0.777
H 1.326 2.764 -0.306
H 2.437 0.931 3.404
H 4.804 1.344 2.903
H 0.205 1.667 3.641
H -1.706 3.177 3.876
H -3.178 5.120 3.571
H -3.532 6.065 1.311
H -2.415 5.030 -0.641
H -0.976 3.070 -0.351
*
```